Below is a 2-piece molecular cluster, C3H10NO overall, with properties calculated with ωB97M-V/def2-TZVPD.

Element x y z (Å)
O  0.7751  -2.2331  -1.6173
N  -0.2901  -0.6864  0.3639
C  -1.5509  1.3318  0.1191
C  0.9063  1.4170  0.8443
C  -0.3904  0.8030  0.4367
H  0.8000  2.5004  0.9063
H  1.2589  1.0742  1.8164
H  -1.6890  2.4008  0.2291
H  0.1367  -1.0795  -0.4975
H  -1.1888  -1.1418  0.4910
H  0.4513  -2.3009  -2.5233
H  -2.3722  0.8005  -0.3279
H  0.3385  -0.9983  1.1096
H  1.1859  -3.0815  -1.4072
H  1.6286  1.1938  0.0568

## Properties
Total charge ... +1

Here are the Mulliken charges for atoms 1 to 5, given in e:
1. O -0.673
2. N -0.296
3. C -0.920
4. C -1.253
5. C 0.764

***

Below is a 2-piece molecular cluster, C3H10NO2 overall at a distorted geometry, with properties calculated with ωB97M-V/def2-TZVPD.

Element x y z (Å)
O  -1.2865  0.0331  0.3697
O  -3.5530  1.0721  -0.4419
N  0.5915  -1.0955  -1.3162
C  -0.2082  -0.4946  0.9605
C  1.8766  0.6485  -0.0611
C  1.0122  -0.6086  0.0087
H  1.7136  -1.3396  0.4427
H  0.2027  0.1219  1.8101
H  -2.7422  0.6145  -0.0756
H  -0.3250  -1.4817  1.4785
H  1.4650  1.4705  -0.6270
H  -0.4246  -1.0945  -1.1634
H  -4.0584  1.2689  0.3492
H  2.1980  0.9335  0.9390
H  0.7344  -0.4429  -2.0755
H  2.8039  0.3943  -0.5977

## Properties
Total charge ... -1

Here are the Mulliken charges for atoms 1 to 5, given in e:
1. O -0.910
2. O -0.725
3. N -0.743
4. C -0.646
5. C -1.519

***

Calculated values (kJ/mol) of relative energy (zero: lowest compared OMol25 entry of this formula, charge and spin) for the records, taken in order: 31.4 37.0.